[1]
DFT (the ωB97M-V functional and the def2-TZVPD basis) results for C19H27F6MnN4O3PS as an isolated structure.

Structure (XYZ):
```
62
Properties=species:S:1:pos:R:3:mulliken_spin:R:1
H 5.579 0.252 0.999 0.001
N -0.847 0.968 0.183 0.188
C -1.101 0.039 -1.786 -0.065
H 3.621 1.931 -4.168 0.001
C -0.492 2.000 2.285 0.246
H 3.308 -0.740 1.008 0.003
Mn 1.085 0.382 -0.160 3.888
C 0.924 1.843 2.346 0.057
H 3.018 0.666 -3.056 0.002
H 0.859 0.494 -4.690 -0.001
H -3.126 2.469 0.505 -0.004
H 4.743 -1.337 -1.612 0.001
H -3.347 0.924 1.303 -0.004
H -1.721 -2.300 -5.707 0.000
O 1.640 1.294 1.475 0.061
C -3.452 -1.186 -5.099 0.025
H 5.273 0.961 -0.596 0.001
F -0.989 -2.992 2.314 0.000
C 0.946 1.580 -4.795 0.000
C -2.802 1.867 1.355 0.011
H 3.528 -2.364 -0.824 -0.002
N 1.628 2.131 -3.629 0.005
C 0.746 2.627 -2.752 -0.001
C -3.257 0.034 -3.038 0.037
H -1.228 3.133 -2.891 0.000
P 0.063 -2.515 1.222 0.005
H -0.372 -1.596 -3.743 -0.001
F 0.118 -3.935 0.510 0.000
H 2.544 1.828 3.721 0.001
F -1.129 -2.038 0.230 0.006
C -4.008 -0.355 -4.134 -0.013
H -0.944 2.495 3.131 0.012
C 2.980 1.727 -3.310 0.003
H 1.015 2.445 4.413 -0.004
C -1.334 1.604 1.272 -0.086
F 1.302 -2.885 2.163 0.000
C 3.750 -0.413 0.057 0.006
H 3.321 2.293 -2.448 -0.001
C -1.938 -0.400 -2.913 0.009
H -5.031 -0.017 -4.235 0.000
H 1.492 1.805 -5.710 0.000
S 1.056 3.151 -1.182 0.049
H 5.100 -2.096 -0.050 0.001
O 0.148 -0.161 -1.819 0.168
C -0.423 2.262 -4.731 -0.002
H 1.950 3.433 3.284 0.010
F 0.064 -0.990 1.863 0.017
F 1.149 -1.913 0.092 0.023
C -1.387 -1.244 -3.874 0.016
H -1.236 1.593 -5.011 0.001
N -1.717 0.674 -0.763 0.316
N -0.481 2.614 -3.318 0.012
C -2.145 -1.636 -4.965 -0.009
H -0.455 3.157 -5.358 0.001
H -3.677 0.673 -2.274 0.002
O 2.737 0.158 -0.762 0.009
C 4.804 0.645 0.338 0.004
H -4.044 -1.493 -5.952 0.002
C 4.316 -1.632 -0.651 0.002
C 1.647 2.412 3.529 -0.007
H -3.045 2.381 2.281 -0.001
H 4.348 1.516 0.808 -0.002
```

Results
Spin multiplicity   6
Highest occupied orbital energy (spin up / spin down)   -8.3 / -8.8 eV
Molar mass   591.42 g mol⁻¹
LUMO (spin up / spin down)   -0.59 / -2.40 eV
Energy relative to the best compared isomer or geometry (same formula, charge and spin)   0.0 kcal/mol

[2]
DFT (the ωB97M-V functional and the def2-TZVPD basis) results for a 10-piece molecular cluster, C16H40ClN10O20 overall at a distorted geometry.

Structure (XYZ):
```
87
Properties=species:S:1:pos:R:3:lowdin_charge:R:1
H 5.315 0.642 -5.405 0.095
O -4.055 4.257 1.773 0.054
O -0.679 -3.193 -1.916 -0.108
H 3.442 -0.810 -2.815 0.106
N 2.155 -5.439 4.135 -0.453
N 8.603 -4.799 0.671 -0.454
H 6.775 -4.020 1.323 0.104
O 8.837 -5.435 -0.338 0.058
O -4.529 3.613 3.783 0.060
O 7.002 3.266 -6.062 0.053
N -4.777 4.203 2.746 -0.432
C -2.305 2.003 1.541 -0.091
O 5.544 2.181 -7.233 0.061
H 1.052 -6.827 3.027 0.100
O 1.701 2.583 -0.811 0.069
H -2.244 2.945 2.114 0.053
H -1.632 -4.768 0.774 0.079
O 5.859 -1.572 -1.208 0.049
H 1.254 4.759 -1.699 0.095
C -9.023 2.085 0.136 0.051
C -2.820 0.726 -4.148 0.039
N -8.709 3.369 0.818 -0.442
N -3.672 -5.122 0.450 -0.451
H 0.670 1.672 2.731 0.109
C 1.996 4.872 -0.914 0.045
N -2.461 1.979 -3.434 -0.446
C -6.078 4.919 2.657 0.047
H -1.587 -0.088 1.856 0.108
H -1.916 2.185 0.509 0.070
H -6.632 4.488 1.825 0.055
N 2.294 3.531 -0.343 -0.442
N 6.210 2.359 -6.232 -0.455
H -2.435 0.390 3.969 0.075
H -8.485 2.051 -0.807 0.098
C 7.543 -3.757 0.598 0.038
H -3.326 1.568 1.522 0.080
O 3.113 3.485 0.556 0.057
Cl 0.908 -2.989 0.537 0.615
C -2.324 -4.747 -0.064 0.029
H -3.895 0.743 -4.317 0.092
C 1.019 -5.758 3.228 0.037
H 3.486 -1.920 -1.415 0.090
H -6.615 4.785 3.592 0.096
O -0.368 -1.067 -2.499 -0.073
N 0.612 -0.314 -0.159 -0.066
O -9.236 3.564 1.895 0.068
H 5.707 1.944 -4.244 0.092
H 0.102 -5.482 3.741 0.102
O 2.170 -6.002 5.214 0.049
H -0.112 0.350 -0.452 0.103
C -0.090 -1.612 -0.110 -0.590
H -5.864 5.971 2.483 0.104
H 1.097 -0.614 1.971 0.092
O -3.782 -6.221 0.966 0.033
N 5.169 -0.672 -1.651 -0.436
H -10.097 2.056 -0.030 0.100
H -2.532 -0.110 -3.509 0.085
C -0.420 -1.999 -1.655 -0.731
O 9.163 -4.940 1.741 0.052
H -1.697 2.020 4.103 0.071
H 7.016 0.931 -4.935 0.102
H -8.703 1.279 0.793 0.105
O -1.671 2.730 -3.976 0.050
H -2.050 -5.479 -0.818 0.105
H 1.616 5.494 -0.107 0.099
H 2.926 5.270 -1.314 0.097
H 8.003 -2.803 0.840 0.102
H 7.134 -3.743 -0.407 0.080
H 1.133 -5.190 2.310 0.044
H 3.196 -0.176 -1.152 0.086
H -1.097 -1.549 0.381 0.100
H -0.680 0.471 4.291 0.071
C -1.508 0.983 3.748 -0.095
H 2.072 0.588 1.055 0.090
O -2.985 2.167 -2.354 0.046
O 2.983 -4.645 3.740 0.065
O -4.570 -4.313 0.322 0.053
C 1.037 0.170 1.184 -0.235
H -2.371 -3.754 -0.496 0.069
C -1.305 0.938 2.178 -0.384
C 6.047 1.389 -5.115 0.034
H -2.282 0.693 -5.089 0.094
O -7.949 4.134 0.254 0.053
C 3.706 -0.917 -1.765 0.061
H 0.160 2.271 1.142 0.087
O 5.578 0.417 -2.009 0.043
C 0.161 1.353 1.781 -0.171
```

Results
Highest occupied orbital energy   -5.6 eV
Charge   -1
Molar mass   728.00 g mol⁻¹
LUMO   1.00 eV

[3]
DFT (the ωB97M-V functional and the def2-TZVPD basis) results for C8H8N2O3Pb as an isolated structure at a distorted geometry.

Structure (XYZ):
```
22
Properties=species:S:1:pos:R:3:nbo_charge:R:1
C 2.862 3.111 -0.773 0.452
H -3.527 -1.941 1.253 0.276
N -0.014 -0.004 -0.002 -0.526
H -3.965 -0.608 0.068 0.252
O 4.051 -2.030 -2.680 -0.319
Pb 1.819 0.735 -1.318 1.473
C -1.939 -0.608 0.906 0.277
H -3.777 -0.236 1.857 0.276
C 3.488 -1.088 -2.266 0.452
H 1.708 0.271 2.641 0.285
N -1.343 -0.133 -0.186 -0.321
C -0.471 1.510 -4.456 0.453
H -1.780 0.113 -1.066 0.434
C 1.663 -0.377 1.750 -0.639
O 3.116 4.204 -0.460 -0.319
H 1.953 -1.398 2.050 0.285
O -1.254 1.692 -5.296 -0.418
C -0.918 -0.789 1.843 -0.314
C -3.389 -0.856 1.007 -0.677
H 2.459 -0.014 1.056 0.160
H -1.022 -1.151 2.821 0.263
C 0.281 -0.403 1.251 0.193
```

Results
Highest occupied orbital energy   -16.6 eV
Charge   +2
Molar mass   387.36 g mol⁻¹
LUMO   -9.81 eV

[4]
DFT (the ωB97M-V functional and the def2-TZVPD basis) results for a 9-piece molecular cluster, C40H106N8O13 overall at a distorted geometry.

Structure (XYZ):
```
167
Properties=species:S:1:pos:R:3:mulliken_spin:R:1
H -0.342 -0.418 4.803 0.000
O -6.066 -2.053 2.233 0.000
H 1.716 -6.204 2.210 0.000
C 2.657 -5.954 2.699 0.000
O -0.643 -1.417 -1.950 0.000
H 0.518 4.404 3.781 -0.010
H -5.799 -4.267 -9.036 0.000
H 2.510 6.404 -1.102 0.000
C -8.794 0.957 -8.364 0.000
O 3.131 -3.872 1.527 0.000
H 10.917 -2.914 5.082 0.000
C -3.258 -4.238 -5.297 0.000
H 2.694 2.254 7.965 0.000
H -4.496 0.432 3.746 0.000
H -4.750 0.675 -0.227 0.000
H 9.384 -2.954 2.729 0.000
H 2.036 -0.333 -7.356 0.000
H -0.214 0.331 -0.949 0.000
H -3.645 2.760 2.757 -0.001
H -4.148 -0.954 2.797 0.000
H 7.518 -1.836 5.265 0.000
H 0.242 -1.178 2.544 0.000
H -5.104 -0.989 0.011 0.000
C -0.824 0.549 4.659 0.000
H 2.161 -3.302 -6.445 0.000
H 0.205 -5.254 -6.839 0.000
H 3.927 -4.302 1.206 0.000
C 5.075 -0.416 3.421 0.000
H -3.045 4.370 4.961 0.000
H -7.257 -2.697 3.750 0.000
H 2.740 3.677 2.333 0.012
C -2.268 4.211 4.213 0.001
H -1.183 -0.476 2.008 0.000
H -3.825 -4.671 -7.937 0.000
C 10.358 -3.844 4.975 0.000
C -5.135 0.156 1.698 0.000
H 2.298 3.925 -0.713 0.004
H 2.110 5.797 1.817 -0.017
H 0.383 -6.123 -8.173 0.000
H 2.543 -5.819 -9.056 0.000
C 0.869 6.585 3.721 0.019
C -1.944 4.154 1.641 0.015
H 1.953 7.558 1.576 0.001
H 2.685 8.999 2.483 0.000
H -2.334 3.256 -1.480 0.000
O 3.720 -0.120 3.711 0.003
H -4.180 -2.921 -7.602 0.000
H -3.427 -0.328 0.397 0.000
H -8.475 -1.768 -8.976 0.000
H -1.013 -1.179 -4.046 0.000
H 3.585 3.390 0.311 0.004
H -8.940 0.994 -7.284 0.000
H 9.746 -1.716 3.867 0.000
N -4.202 0.052 2.858 0.000
H -9.733 0.535 -8.720 0.000
H 0.987 8.851 2.273 0.000
H -0.840 4.057 -0.918 0.002
O 3.436 5.381 0.241 0.002
C 1.259 5.135 3.455 0.087
H 10.886 -4.252 4.113 0.000
O 8.995 -3.496 4.631 0.000
H -6.420 -2.144 -9.453 0.000
H 3.772 -4.355 3.540 0.000
N 2.722 -5.199 -8.279 0.000
H 0.843 3.919 7.338 0.000
H 1.873 -2.123 0.613 0.000
C 1.530 -4.303 -8.344 0.000
H 2.845 -2.647 -8.022 0.000
H -2.703 -3.305 -5.200 0.000
C -1.668 3.409 -0.631 -0.004
H -6.754 -3.849 2.722 0.000
H 0.539 6.712 4.752 0.006
C 1.890 8.257 2.410 0.000
C -1.375 -0.936 -3.048 0.000
H 2.958 0.018 1.832 0.000
O 3.656 -6.551 1.745 0.000
N -4.089 3.666 2.723 0.015
C 1.113 -0.833 -7.066 0.000
H -2.421 -1.241 -3.016 0.000
H -1.425 4.840 4.497 0.002
H 0.000 6.757 3.086 -0.002
H -6.084 -5.209 -7.586 0.000
H -1.469 0.609 3.782 0.000
H -0.635 -4.623 -8.295 0.000
H 0.213 0.413 1.673 0.000
H 1.690 0.645 5.196 0.000
H 1.122 -0.820 -5.976 0.000
H 5.269 -2.281 4.478 0.000
N 7.166 -1.218 4.548 0.000
H 1.452 -1.586 -0.918 0.000
C -0.706 -0.622 -0.755 0.000
H 4.043 5.415 -1.769 0.000
O 1.951 7.450 3.560 0.025
C 9.023 -2.503 3.654 0.000
H 7.792 -1.197 2.490 0.000
H 5.189 -0.982 2.497 0.000
N -6.715 -3.150 -7.653 0.000
C -0.012 -1.391 0.346 0.000
H -3.570 -4.434 -4.271 0.000
H 4.160 6.888 -0.929 0.000
C 5.778 -1.319 4.548 0.000
H 1.967 -4.171 3.318 0.000
H 0.722 1.082 6.682 0.000
H 3.396 -6.522 0.821 0.000
C -6.356 -0.730 2.209 0.000
O -4.499 -4.237 -5.967 0.000
H 10.576 -4.504 5.813 0.000
H -8.718 1.998 -8.677 0.000
H -5.429 1.201 1.596 0.000
C -4.442 -3.958 -7.390 0.000
H -3.099 5.655 2.820 0.000
O -7.728 0.128 -8.776 0.000
H -4.397 3.585 1.764 0.000
H -2.065 3.144 4.299 -0.001
O -2.544 4.026 0.423 0.022
C 2.772 4.113 0.250 0.009
H -7.248 -0.375 1.692 0.000
N 1.469 3.910 6.546 0.001
H -6.592 -3.053 -6.655 0.000
C 7.680 -1.883 3.330 0.000
H -0.433 -2.383 0.515 0.000
C -6.530 -1.933 -8.389 0.000
H 1.215 3.173 1.362 -0.013
C 2.919 -4.451 2.868 0.000
H -5.723 -1.282 -8.054 0.000
N 1.454 -1.381 0.071 0.000
H 2.080 0.817 3.179 -0.004
C 3.522 6.009 -1.018 0.001
C 3.090 2.356 6.954 0.002
H 2.551 -6.514 3.628 0.000
H 0.393 -0.158 -7.528 0.000
C 3.054 0.640 2.723 0.004
H 1.465 -4.136 -9.420 0.000
C -7.874 -1.197 -8.269 0.000
H -6.637 -0.384 3.203 0.000
O 0.962 -2.141 -7.548 0.000
H 0.785 4.014 5.810 0.002
H -1.572 0.484 5.450 0.000
C -7.155 -2.836 2.674 0.000
C 1.137 1.417 5.732 0.000
H 5.615 0.526 3.325 0.000
H -8.094 -2.775 2.124 0.000
H 5.520 -0.803 5.472 0.000
H 3.603 1.460 6.603 0.000
C -5.753 -4.235 -7.947 0.000
H -1.738 -0.396 -0.484 0.000
C 2.015 2.659 6.016 0.002
C 1.982 -3.046 -7.489 0.000
H 3.513 1.623 2.617 0.004
H -1.350 3.270 1.870 -0.002
H 3.928 3.047 7.043 0.000
C 0.282 -5.070 -7.911 0.000
C 2.003 3.899 1.561 0.090
C -4.506 -0.172 0.414 0.000
H 7.041 -2.617 2.840 0.000
H -1.249 4.994 1.643 0.009
H -1.252 0.140 -3.171 0.000
C -0.148 -0.615 1.696 0.000
N 1.423 5.085 2.017 0.672
H 2.165 4.987 4.043 0.034
H -2.600 -5.059 -5.585 0.000
C -2.897 4.584 2.795 0.001
H 2.486 2.916 5.067 0.002
H 3.373 -4.540 -8.683 0.000
H -8.147 -1.235 -7.215 0.000
H -1.351 2.417 -0.309 0.001
O 0.068 1.669 4.785 0.002
```

Results
Spin multiplicity   2
Highest occupied orbital energy (spin up / spin down)   -9.8 / -9.8 eV
Charge   +1
Molar mass   907.33 g mol⁻¹
LUMO (spin up / spin down)   -1.87 / -7.47 eV